85
Properties=species:S:1:pos:R:3 method="wB97M-V/def2-TZVPD" homo_energy_ha="-0.17531 / -0.17428" total_charge=-1 energy_ha=-5322.6902 s2=1.0695 spin_multiplicity=2 homo_lumo_gap_ev="6.5 / 6.5" lumo_energy_ev="1.7 / 1.7" de_lowest_kj_mol=106.9
Mn 1.046 2.413 0.871
N -0.545 2.673 2.142
C -0.085 2.964 3.517
C 1.198 2.169 3.774
O 1.551 1.899 4.922
N 1.799 1.876 2.628
C 3.031 1.135 2.613
C 3.387 0.881 1.149
O 4.226 0.046 0.836
O 2.704 1.582 0.295
H -0.961 1.747 2.120
H -1.230 3.341 1.810
H 0.158 4.024 3.574
H -0.842 2.730 4.267
H 3.856 1.683 3.084
H 2.956 0.179 3.139
C 4.615 4.087 -0.510
S 5.250 3.658 1.124
C 4.248 4.568 2.246
C 2.938 4.896 2.229
S 1.696 4.660 1.019
S 2.420 5.854 3.608
C 3.895 5.902 4.493
S 4.110 6.704 5.916
S 5.166 5.110 3.639
H 5.412 3.807 -1.199
H 4.425 5.155 -0.579
H 3.719 3.516 -0.727
C 1.155 4.000 -2.416
C -0.117 3.481 -1.731
C -0.923 2.636 -2.733
C -0.976 4.656 -1.247
N 0.234 2.670 -0.607
H 0.897 4.563 -3.317
H 1.791 3.159 -2.699
H 1.715 4.642 -1.738
H -1.200 3.218 -3.616
H -1.836 2.267 -2.259
H -0.329 1.777 -3.051
H -1.263 5.288 -2.091
H -0.425 5.259 -0.526
H -1.892 4.286 -0.776
C -3.221 -5.137 -2.900
C -2.716 -3.697 -3.065
C -1.681 -3.712 -4.200
C -3.889 -2.808 -3.494
C -2.053 -3.212 -1.721
O -0.917 -4.037 -1.538
C -3.035 -3.408 -0.547
C -2.596 -3.040 0.876
C -1.450 -3.832 1.461
C -0.405 -3.183 2.105
C 0.647 -3.888 2.675
C 0.640 -5.268 2.605
Cl 1.946 -6.176 3.313
C -0.395 -5.946 1.979
C -1.431 -5.224 1.413
C -1.657 -1.726 -1.882
N -0.729 -1.211 -0.890
C -0.845 -0.148 -0.095
N 0.274 0.062 0.562
C 1.096 -0.918 0.102
N 0.527 -1.710 -0.781
H -3.449 -5.556 -3.882
H -4.134 -5.188 -2.307
H -2.459 -5.762 -2.433
H -2.140 -4.140 -5.094
H -0.818 -4.317 -3.929
H -1.331 -2.716 -4.472
H -4.341 -3.224 -4.398
H -3.571 -1.792 -3.736
H -4.671 -2.756 -2.736
H -0.174 -3.520 -1.181
H -3.323 -4.459 -0.542
H -3.948 -2.845 -0.759
H -3.473 -3.196 1.514
H -2.366 -1.978 0.957
H -0.398 -2.100 2.161
H 1.462 -3.369 3.161
H -0.380 -7.026 1.932
H -2.228 -5.758 0.911
H -2.546 -1.099 -1.827
H -1.193 -1.569 -2.852
H -1.732 0.464 -0.061
H 2.127 -1.033 0.400

82
Properties=species:S:1:pos:R:3 method="wB97M-V/def2-TZVPD" homo_energy_ha=-0.31667 energy_ha=-1929.6592 spin_multiplicity=1 homo_lumo_gap_ev=8.7 smiles="COC[C@H](C)N.COC[C@H](C)N.NC(N)=O.NC(N)=O.NC(N)=O.NC(N)=O.NC(N)=O.NC(N)=O" lumo_energy_ev=0.1 de_lowest_kj_mol=348.0
C 1.488 -4.796 -1.000
O 1.022 -4.142 0.162
C -0.345 -3.628 -0.088
C -0.743 -3.197 1.377
C -1.081 -4.371 2.277
N -1.783 -2.194 1.294
H 2.533 -5.076 -0.870
H 1.482 -4.132 -1.864
H 0.978 -5.719 -1.274
H -0.604 -2.781 -0.723
H -0.962 -4.502 -0.297
H 0.144 -2.648 1.694
H -2.033 -4.857 2.062
H -1.064 -4.104 3.333
H -0.201 -5.013 2.253
H -2.557 -2.774 1.004
H -2.155 -1.734 2.112
C 3.348 3.784 1.854
O 2.044 3.436 1.370
C 1.362 2.666 2.367
C 0.009 2.104 1.938
C -1.037 3.201 1.776
N -0.384 1.020 2.779
H 3.649 4.652 1.268
H 4.025 2.931 1.805
H 3.392 3.947 2.930
H 1.973 1.793 2.597
H 1.207 3.168 3.322
H 0.217 1.558 1.018
H -1.032 3.975 2.543
H -2.046 2.817 1.627
H -0.772 3.773 0.887
H 0.220 0.215 2.688
H -1.258 0.567 2.551
N 2.849 -2.817 2.282
C 2.711 -1.527 2.364
N 3.463 -1.049 3.285
O 2.020 -0.888 1.586
H 3.329 -3.157 3.104
H 2.326 -3.412 1.655
H 3.241 -0.085 3.490
H 3.986 -1.639 3.916
N -5.152 1.697 -4.630
C -4.215 1.807 -3.688
N -2.974 1.473 -4.076
O -4.432 2.224 -2.570
H -4.828 1.176 -5.432
H -6.070 2.113 -4.566
H -2.878 1.062 -4.994
H -2.281 1.522 -3.343
N -1.701 -0.182 -0.992
C -0.655 0.308 -1.572
N 0.354 -0.173 -0.951
O -0.534 1.210 -2.440
H -2.657 0.098 -1.158
H -1.510 -0.823 -0.235
H 1.241 0.279 -1.126
H 0.334 -0.829 -0.184
N 1.625 3.145 -1.199
C 2.668 3.236 -1.951
N 2.476 3.069 -3.224
O 3.736 3.537 -1.475
H 1.692 3.377 -0.219
H 0.751 2.951 -1.666
H 3.262 3.121 -3.856
H 1.611 2.633 -3.509
N 3.223 0.028 -0.705
C 3.547 -0.850 -1.605
N 3.070 -2.036 -1.337
O 4.306 -0.560 -2.541
H 2.734 -0.295 0.118
H 3.635 0.949 -0.749
H 2.558 -2.184 -0.479
H 3.255 -2.751 -2.027
N -4.811 1.441 0.551
C -4.908 0.180 0.403
N -5.025 -0.118 -0.899
O -4.935 -0.584 1.361
H -4.764 2.011 -0.282
H -4.650 1.774 1.491
H -5.150 -1.079 -1.182
H -4.907 0.677 -1.512

What did the second record say?
82
Properties=species:S:1:pos:R:3 method="wB97M-V/def2-TZVPD" homo_energy_ha=-0.31667 energy_ha=-1929.6592 spin_multiplicity=1 homo_lumo_gap_ev=8.7 smiles="COC[C@H](C)N.COC[C@H](C)N.NC(N)=O.NC(N)=O.NC(N)=O.NC(N)=O.NC(N)=O.NC(N)=O" lumo_energy_ev=0.1 de_lowest_kj_mol=348.0
C 1.488 -4.796 -1.000
O 1.022 -4.142 0.162
C -0.345 -3.628 -0.088
C -0.743 -3.197 1.377
C -1.081 -4.371 2.277
N -1.783 -2.194 1.294
H 2.533 -5.076 -0.870
H 1.482 -4.132 -1.864
H 0.978 -5.719 -1.274
H -0.604 -2.781 -0.723
H -0.962 -4.502 -0.297
H 0.144 -2.648 1.694
H -2.033 -4.857 2.062
H -1.064 -4.104 3.333
H -0.201 -5.013 2.253
H -2.557 -2.774 1.004
H -2.155 -1.734 2.112
C 3.348 3.784 1.854
O 2.044 3.436 1.370
C 1.362 2.666 2.367
C 0.009 2.104 1.938
C -1.037 3.201 1.776
N -0.384 1.020 2.779
H 3.649 4.652 1.268
H 4.025 2.931 1.805
H 3.392 3.947 2.930
H 1.973 1.793 2.597
H 1.207 3.168 3.322
H 0.217 1.558 1.018
H -1.032 3.975 2.543
H -2.046 2.817 1.627
H -0.772 3.773 0.887
H 0.220 0.215 2.688
H -1.258 0.567 2.551
N 2.849 -2.817 2.282
C 2.711 -1.527 2.364
N 3.463 -1.049 3.285
O 2.020 -0.888 1.586
H 3.329 -3.157 3.104
H 2.326 -3.412 1.655
H 3.241 -0.085 3.490
H 3.986 -1.639 3.916
N -5.152 1.697 -4.630
C -4.215 1.807 -3.688
N -2.974 1.473 -4.076
O -4.432 2.224 -2.570
H -4.828 1.176 -5.432
H -6.070 2.113 -4.566
H -2.878 1.062 -4.994
H -2.281 1.522 -3.343
N -1.701 -0.182 -0.992
C -0.655 0.308 -1.572
N 0.354 -0.173 -0.951
O -0.534 1.210 -2.440
H -2.657 0.098 -1.158
H -1.510 -0.823 -0.235
H 1.241 0.279 -1.126
H 0.334 -0.829 -0.184
N 1.625 3.145 -1.199
C 2.668 3.236 -1.951
N 2.476 3.069 -3.224
O 3.736 3.537 -1.475
H 1.692 3.377 -0.219
H 0.751 2.951 -1.666
H 3.262 3.121 -3.856
H 1.611 2.633 -3.509
N 3.223 0.028 -0.705
C 3.547 -0.850 -1.605
N 3.070 -2.036 -1.337
O 4.306 -0.560 -2.541
H 2.734 -0.295 0.118
H 3.635 0.949 -0.749
H 2.558 -2.184 -0.479
H 3.255 -2.751 -2.027
N -4.811 1.441 0.551
C -4.908 0.180 0.403
N -5.025 -0.118 -0.899
O -4.935 -0.584 1.361
H -4.764 2.011 -0.282
H -4.650 1.774 1.491
H -5.150 -1.079 -1.182
H -4.907 0.677 -1.512